{"formula": "C5H8N2", "method": "ωB97M-V/def2-TZVPD", "de_lowest_kj_mol": 216.1, "lumo_ev": 0.1, "total_charge": 0, "mol_weight_g_mol": 96.13, "elements": ["C", "C", "C", "N", "C", "C", "N", "H", "H", "H", "H", "H", "H", "H", "H"], "coordinates": [[-0.818267, -1.765861, 0.576961], [0.128110, -0.580669, 0.739238], [0.584048, -0.046892, -0.617471], [1.260510, 1.255452, -0.502519], [0.731434, 2.450447, -0.449607], [-0.706183, 2.424169, -0.552816], [-1.862400, 2.534371, -0.615745], [-1.713594, -1.466305, 0.021100], [-0.343431, -2.591023, 0.034332], [-1.141747, -2.146705, 1.549938], [1.001983, -0.861570, 1.339865], [-0.279766, 0.093282, -1.274462], [1.271087, -0.744698, -1.108065], [2.270264, 1.218293, -0.416077], [-0.382049, 0.227710, 1.275330]], "forces_ev_per_angstrom": [[0.0, -0.1, 0.0], [0.0, 0.0, 0.1], [-0.1, 0.0, -0.1], [0.0, 0.3, 0.1], [0.1, -0.4, 0.0], [-0.9, 0.1, 0.0], [1.0, -0.1, 0.1], [0.1, -0.1, 0.1], [0.0, 0.1, 0.1], [0.1, 0.1, -0.1], [-0.1, 0.0, -0.1], [0.1, 0.0, 0.1], [-0.1, 0.1, 0.1], [-0.1, 0.0, 0.0], [0.1, -0.1, -0.1]]}

{"formula": "C5H8N2", "method": "ωB97M-V/def2-TZVPD", "smiles": "C[C@H]1CN1CC#N", "de_lowest_kj_mol": 199.6, "lumo_ev": 0.9, "total_charge": 0, "mol_weight_g_mol": 96.13, "elements": ["C", "C", "C", "N", "C", "C", "N", "H", "H", "H", "H", "H", "H", "H", "H"], "coordinates": [[-1.665414, -0.994989, 0.051367], [-0.868489, 0.207680, -0.357119], [-0.552621, 1.456506, 0.406853], [0.364213, 0.356869, 0.343515], [1.656326, 0.253984, -0.272645], [2.223478, -1.003447, 0.240030], [2.535924, -2.004606, 0.721649], [-1.706847, -1.041234, 1.140036], [-1.057962, -1.832913, -0.300570], [-2.675641, -1.072509, -0.363762], [-0.804398, 0.397454, -1.429854], [-0.457868, 2.333553, -0.235620], [-0.945982, 1.645649, 1.403593], [1.652793, 0.218828, -1.369444], [2.302482, 1.079172, 0.021973]], "forces_ev_per_angstrom": [[0.0, 0.0, 0.1], [-0.1, 0.0, -0.2], [-0.4, 0.3, -0.1], [0.1, 0.0, 0.3], [0.2, 0.2, -0.1], [0.3, -0.9, 0.4], [0.0, 0.7, -0.5], [-0.1, -0.1, 0.0], [-0.3, -0.3, 0.1], [0.2, 0.2, 0.0], [-0.1, -0.2, -0.1], [0.3, 0.0, 0.2], [0.0, 0.0, -0.2], [-0.1, 0.1, 0.0], [0.0, 0.1, 0.1]]}

{"formula": "C5H8N2", "method": "ωB97M-V/def2-TZVPD", "smiles": "CCn1ccnc1", "de_lowest_kj_mol": 76.5, "lumo_ev": 0.9, "total_charge": 0, "mol_weight_g_mol": 96.13, "elements": ["C", "C", "N", "C", "C", "N", "C", "H", "H", "H", "H", "H", "H", "H", "H"], "coordinates": [[-1.936657, 0.333059, -0.354570], [-0.979479, -0.676752, 0.265094], [0.374943, -0.186427, 0.602771], [1.379062, -0.849510, -0.081134], [2.317034, 0.066369, -0.415066], [1.991981, 1.285701, 0.152108], [0.839712, 1.104728, 0.742122], [-2.869987, -0.196672, -0.580616], [-2.176520, 1.180157, 0.292763], [-1.540252, 0.703011, -1.305508], [-0.774808, -1.406130, -0.521967], [-1.435047, -1.204059, 1.106754], [1.299092, -1.922775, -0.193107], [3.151518, -0.071809, -1.090457], [0.359409, 1.841109, 1.380813]], "forces_ev_per_angstrom": [[0.0, 0.0, 0.0], [-0.2, -0.2, 0.1], [0.2, 0.0, -0.2], [0.1, -0.1, -0.2], [0.1, -0.1, 0.1], [-0.1, 0.0, 0.1], [-0.1, 0.0, -0.1], [0.1, 0.1, 0.1], [0.1, -0.1, 0.0], [0.0, 0.1, 0.2], [-0.3, -0.2, 0.3], [0.0, 0.2, 0.1], [0.1, 0.2, -0.4], [0.1, 0.1, 0.4], [-0.1, -0.1, -0.4]]}